# 1
# C21H34IrN6

C21H34IrN6 as an isolated structure (wB97M-V/def2-TZVPD, the OMol25 dataset).

Properties
Multiplicity: 6
Orbital gap (spin up / spin down) in eV: 8.395 / 6.745
HOMO level (spin up / spin down) in Eh: -0.4887 / -0.5350
Charge: +2
Molar mass in g/mol: 562.762
Calculated total energy in eV: -34091.46281

Atoms and positions in Å:
Ir1 0.799 0.409 1.297
C1 0.122 1.764 3.373
C2 1.456 1.228 3.353
C3 1.351 -0.166 3.566
C4 -0.037 -0.478 3.755
C5 -0.772 0.710 3.641
H1 -0.128 2.808 3.269
H2 2.369 1.802 3.318
H3 2.178 -0.847 3.690
H4 -0.441 -1.459 3.949
H5 -1.842 0.798 3.741
C6 4.220 2.264 -2.814
N1 3.818 1.292 -1.798
C7 4.881 0.375 -1.386
C8 2.721 1.386 -1.034
N2 2.582 0.780 0.116
N3 1.678 2.139 -1.551
C9 0.550 2.631 -0.923
N4 -0.137 3.518 -1.669
N5 0.174 2.241 0.252
H6 4.667 1.728 -3.649
H7 4.949 2.962 -2.399
H8 3.387 2.840 -3.208
H9 5.576 0.267 -2.213
H10 4.467 -0.608 -1.165
H11 5.432 0.755 -0.522
H12 3.444 0.372 0.446
H13 1.749 2.359 -2.530
H14 0.285 3.998 -2.446
H15 -0.994 3.909 -1.316
H16 -0.646 2.738 0.578
C10 -4.398 1.752 0.930
C11 -3.693 0.604 0.267
C12 -4.328 -0.141 -0.736
C13 -3.710 -1.239 -1.350
C14 -4.425 -2.024 -2.411
C15 -2.441 -1.596 -0.954
C16 -1.738 -0.865 0.052
C17 -2.420 0.245 0.639
N6 -0.510 -1.169 0.508
C18 0.185 -2.445 0.163
C19 -0.718 -3.659 0.401
C20 0.759 -2.370 -1.257
C21 1.366 -2.590 1.125
H17 -5.462 1.747 0.704
H18 -3.999 2.711 0.591
H19 -4.285 1.708 2.012
H20 -5.335 0.126 -1.033
H21 -5.392 -1.586 -2.644
H22 -4.592 -3.050 -2.083
H23 -3.839 -2.061 -3.329
H24 -1.981 -2.440 -1.436
H25 -1.936 0.766 1.452
H26 -1.587 -3.711 -0.248
H27 -1.068 -3.667 1.433
H28 -0.133 -4.564 0.240
H29 0.010 -2.330 -2.041
H30 1.375 -3.251 -1.436
H31 1.397 -1.489 -1.356
H32 1.035 -2.671 2.159
H33 2.080 -1.760 1.034
H34 1.924 -3.495 0.883

Atom charges from the Löwdin analysis, given in e for atoms 1 to 8: Ir 1.389; C -0.137; C -0.209; C -0.176; C -0.092; C -0.119; H 0.115; H 0.119

# 2
# C23H21N3O2Sn

C23H21N3O2Sn as an isolated structure (wB97M-V/def2-TZVPD, the OMol25 dataset).

Properties
Multiplicity: 1
Orbital gap (spin up / spin down) in eV: 7.032 / 6.106
HOMO level (spin up / spin down) in Eh: -0.2962 / -0.3055
Charge: 0
Molar mass in g/mol: 490.151
Calculated total energy in eV: -38580.11239

Atoms and positions in Å:
C1 1.128 0.162 -5.303
C2 2.122 0.646 -4.398
C3 1.492 1.080 -3.199
C4 0.046 0.922 -3.406
C5 -0.146 0.330 -4.712
Sn1 0.566 -1.112 -2.243
C6 3.046 -2.905 -2.290
C7 2.751 -3.991 -2.937
C8 2.041 -4.876 -3.594
N1 -1.508 -1.386 -2.623
H1 1.950 1.557 -2.316
H2 3.186 0.747 -4.624
H3 -0.704 1.406 -2.778
H4 -1.120 0.100 -5.153
H5 1.332 -0.185 -6.322
H6 3.542 -2.101 -2.837
H7 -0.290 -2.098 -3.665
H8 2.941 -2.823 -1.213
H9 2.507 -5.685 -4.199
H10 0.948 -4.839 -3.573
O1 1.138 -2.598 0.618
C9 0.604 -1.514 0.742
N2 0.101 -0.924 1.898
C10 -0.494 0.387 1.707
C11 -0.220 0.594 0.223
O2 -0.489 1.592 -0.471
N3 0.382 -0.536 -0.233
C12 -1.993 0.337 2.035
C13 -2.962 0.662 1.086
C14 -4.325 0.555 1.393
C15 -4.729 0.126 2.658
C16 -3.761 -0.179 3.624
C17 -2.398 -0.057 3.320
C18 0.255 1.422 2.539
C19 -0.379 2.387 3.337
C20 0.392 3.270 4.107
C21 1.786 3.195 4.082
C22 2.416 2.235 3.280
C23 1.647 1.358 2.508
H11 -0.030 -1.503 2.706
H12 -2.652 1.019 0.103
H13 -5.050 0.815 0.621
H14 -5.791 0.035 2.891
H15 -4.062 -0.509 4.621
H16 -1.655 -0.252 4.100
H17 -1.470 2.462 3.362
H18 -0.114 4.016 4.723
H19 2.383 3.884 4.680
H20 3.501 2.158 3.241
H21 2.138 0.609 1.882

Atom charges from the Löwdin analysis, given in e for atoms 1 to 8: C -0.134; C -0.154; C -0.218; C -0.304; C -0.189; Sn 1.191; C -0.100; C -0.187

# 3
# C17H21F3N4O3

The molecule C17H21F3N4O3 (wB97M-V/def2-TZVPD, the OMol25 dataset).

Properties
Multiplicity: 1
SMILES string: COc1ccc(OC[C@@H](O)CNCCNc2nccc(C(F)(F)F)n2)cc1
Orbital gap in eV: 8.652
HOMO level in Eh: -0.2947
Charge: 0
Molar mass in g/mol: 386.374
Calculated total energy in eV: -38225.37421

Atoms and positions in Å:
C1 -5.584 -0.042 -0.526
O1 -4.707 0.414 0.473
C2 -3.489 -0.197 0.594
C3 -2.659 0.290 1.600
C4 -1.395 -0.229 1.797
C5 -0.937 -1.265 0.989
O2 0.283 -1.864 1.112
C6 1.288 -1.171 1.824
C7 2.625 -1.874 1.550
O3 2.670 -3.133 2.172
C8 2.878 -2.004 0.040
N1 2.662 -0.746 -0.639
C9 2.967 -0.787 -2.051
C10 2.581 0.543 -2.707
N2 1.158 0.765 -2.710
C11 0.492 1.341 -1.704
N3 -0.847 1.391 -1.818
C12 -1.509 2.025 -0.880
C13 -0.886 2.610 0.222
C14 0.492 2.470 0.251
C15 1.289 3.007 1.416
F1 1.241 4.348 1.492
F2 0.813 2.550 2.591
F3 2.580 2.666 1.372
N4 1.191 1.869 -0.691
C16 -1.772 -1.761 -0.007
C17 -3.034 -1.236 -0.209
H1 -5.858 -1.092 -0.374
H2 -6.476 0.576 -0.439
H3 -5.155 0.080 -1.526
H4 -3.026 1.088 2.227
H5 -0.780 0.178 2.583
H6 1.346 -0.131 1.486
H7 1.090 -1.197 2.904
H8 3.424 -1.286 2.014
H9 1.892 -3.626 1.882
H10 3.895 -2.410 -0.106
H11 2.164 -2.728 -0.369
H12 3.192 -0.003 -0.192
H13 4.034 -0.989 -2.258
H14 2.381 -1.598 -2.496
H15 3.036 1.365 -2.150
H16 2.934 0.562 -3.741
H17 0.588 0.258 -3.370
H18 -2.582 2.070 -1.004
H19 -1.431 3.117 0.997
H20 -1.413 -2.568 -0.626
H21 -3.646 -1.644 -0.997

Atom charges from the Löwdin analysis, given in e for atoms 1 to 8: C -0.094; O -0.097; C -0.301; C -0.020; C -0.016; C -0.262; O -0.045; C -0.149

# 4
# H12O6

A 6-piece molecular cluster, H12O6 overall (wB97M-V/def2-TZVPD, the OMol25 dataset).

Properties
Multiplicity: 1
SMILES string: O.O.O.O.O.O
Orbital gap in eV: 11.440
HOMO level in Eh: -0.4095
Charge: 0
Molar mass in g/mol: 108.090
Calculated total energy in eV: -12479.49040

Atoms and positions in Å:
O1 1.825 1.346 1.405
H1 2.676 1.144 1.835
H2 1.805 1.097 0.445
O2 0.728 -0.428 -0.615
H3 0.847 -1.378 -0.616
H4 -0.048 -0.155 -0.113
O3 -0.776 1.783 1.011
H5 0.063 1.367 1.263
H6 -0.562 2.714 0.896
O4 0.727 -2.972 2.116
H7 1.177 -3.732 2.545
H8 -0.135 -3.247 2.464
O5 -5.644 2.316 -6.660
H9 -5.477 2.386 -5.707
H10 -6.288 3.063 -6.750
O6 3.202 -1.988 2.630
H11 3.019 -2.071 1.665
H12 2.323 -1.747 2.948

Atom charges from the Löwdin analysis, given in e for atoms 1 to 8: O -0.087; H 0.066; H 0.053; O -0.048; H 0.039; H 0.026; O -0.072; H -0.027

# 5
# CH4N2O2

The molecule CH4N2O2 (wB97M-V/def2-TZVPD, the OMol25 dataset).

Properties
Multiplicity: 1
SMILES string: NN(O)C=O
Orbital gap in eV: 10.596
HOMO level in Eh: -0.3632
Charge: 0
Molar mass in g/mol: 76.055
Calculated total energy in eV: -8174.02179

Atoms and positions in Å:
N1 0.194 1.054 0.116
N2 -0.054 -0.203 -0.173
O1 1.059 -1.133 0.063
C1 -1.329 -0.773 -0.104
O2 -2.267 -0.094 0.205
H1 -0.142 1.690 -0.787
H2 -0.333 1.401 0.893
H3 1.513 -1.286 -0.752
H4 -1.457 -1.893 -0.232

Atom charges from the Löwdin analysis, given in e for atoms 1 to 8: N 0.044; N -0.261; O -0.001; C -0.295; O 0.033; H 0.181; H 0.077; H 0.072

# 6
# C2H3NP2

A 2-piece molecular cluster, C2H3NP2 overall (wB97M-V/def2-TZVPD, the OMol25 dataset).

Properties
Multiplicity: 1
SMILES string: N#CC#P.P
Orbital gap in eV: 8.781
HOMO level in Eh: -0.3692
Charge: 0
Molar mass in g/mol: 103.001
Calculated total energy in eV: -22186.72222

Atoms and positions in Å:
N1 0.723 2.638 0.055
C1 1.072 1.536 -0.065
C2 1.440 0.279 -0.172
P1 2.317 -1.029 -0.154
P2 -1.339 -0.709 -0.484
H1 -0.639 0.009 0.527
H2 -2.611 -0.730 0.216
H3 -0.964 -1.993 0.076

For each atom in turn, the Löwdin charge in e is: N 0.189; C -0.442; C -0.745; P 0.890; P 0.612; H -0.184; H -0.161; H -0.160

# 7
# C5H7HoO4

C5H7HoO4 as an isolated structure (wB97M-V/def2-TZVPD, the OMol25 dataset).

Properties
Multiplicity: 5
Orbital gap (spin up / spin down) in eV: 6.397 / 6.518
HOMO level (spin up / spin down) in Eh: -0.2520 / -0.2546
Charge: 0
Molar mass in g/mol: 296.037
Calculated total energy in eV: -39283.71091

Atoms and positions in Å:
O1 1.004 -1.144 -0.087
C1 3.468 0.446 -0.030
O2 2.589 1.129 -0.341
O3 -0.967 1.602 0.709
C2 -1.916 1.348 -0.356
C3 -2.627 0.046 -0.119
O4 -1.699 -1.048 -0.441
C4 -1.198 -1.890 0.584
C5 0.231 -2.268 0.190
Ho1 0.156 0.630 -0.641
H1 -2.641 2.169 -0.506
H2 -3.505 -0.074 -0.774
H3 -2.931 -0.101 0.939
H4 -1.823 -2.792 0.699
H5 -1.189 -1.343 1.542
H6 0.177 -2.936 -0.695
H7 0.665 -2.856 1.022

Atom charges from the Löwdin analysis, given in e for atoms 1 to 8: O -0.435; C 0.139; O -0.084; O -0.426; C -0.484; C -0.249; O -0.252; C -0.223